Entry 1:
{"formula": "C12H38FN10O6Sr", "method": "ωB97M-V/def2-TZVPD", "charge": 1, "orbital_gap_ev": 8.52, "relative_energy_kcal_mol": 105.9, "spin_multiplicity": 1, "symbols": ["H", "N", "H", "H", "H", "F", "C", "H", "C", "H", "H", "H", "H", "H", "O", "C", "C", "C", "H", "H", "H", "H", "H", "H", "N", "O", "N", "H", "C", "N", "C", "O", "C", "H", "H", "H", "N", "N", "H", "N", "H", "N", "H", "Sr", "H", "H", "C", "C", "C", "N", "H", "H", "H", "H", "H", "O", "O", "H", "H", "H", "H", "N", "H", "H", "H", "C", "O", "H"], "positions_angstrom": [[2.18, 2.53, 0.74], [-0.33, -2.04, -1.06], [-0.30, 3.06, 3.28], [-0.76, -4.84, -1.56], [-3.41, 3.87, 2.64], [-1.55, -2.12, 1.85], [-3.28, 2.90, 3.12], [-0.71, 4.00, -0.47], [-0.05, -4.21, -2.09], [-3.20, 2.95, 4.20], [-3.88, 0.82, -2.00], [-1.39, 0.91, 3.83], [4.70, 0.11, -1.88], [-1.56, 4.23, -2.03], [-2.50, -0.09, -0.15], [-0.86, 2.41, -1.62], [1.59, -4.78, -3.85], [1.40, 3.03, 1.31], [-1.98, 2.72, -3.23], [3.37, 2.01, 4.25], [-3.99, -2.34, -1.48], [-2.58, 2.17, 1.34], [4.45, -1.25, -0.90], [0.45, -4.11, 0.55], [3.71, 0.36, 2.48], [-0.12, 1.66, -1.03], [4.03, -0.47, -1.39], [0.95, -4.33, -4.61], [2.57, 0.48, 3.07], [-1.57, 2.03, -2.61], [-2.11, 2.15, 2.32], [2.26, -0.37, -0.16], [0.69, -3.07, -1.37], [-2.72, 0.44, 2.98], [-1.53, 1.06, -2.88], [2.32, -4.04, -3.54], [-4.14, -0.13, -1.76], [-3.60, -1.84, -0.69], [1.66, 1.67, 4.29], [-1.80, 0.86, 2.91], [-0.48, -1.73, -2.01], [2.48, 0.81, -2.06], [1.74, 3.39, 2.29], [-0.22, -0.21, 0.88], [-0.64, -3.77, -2.90], [-3.24, -2.34, 0.11], [1.23, -3.64, -0.04], [-3.41, -0.63, -0.75], [-0.77, 2.96, 2.30], [2.59, 1.44, 3.95], [2.04, -4.36, -0.17], [1.26, 3.85, 0.60], [1.70, -2.76, 0.40], [1.46, -2.52, -1.91], [3.06, 1.32, -2.71], [0.86, -5.18, -2.69], [0.21, 2.28, 1.52], [3.66, -0.29, 1.71], [2.14, -5.62, -4.28], [-0.96, 3.94, 1.87], [1.48, 0.95, -1.99], [-1.13, 3.65, -1.32], [-1.12, -2.58, -0.75], [4.48, 0.98, 2.70], [-4.18, 2.31, 2.94], [2.84, 0.02, -1.13], [1.55, -0.08, 2.70], [-5.00, -0.55, -2.09]], "nbo_charge": [0.2106, -0.8717, 0.1679, 0.2117, 0.2067, -0.9538, -0.6256, 0.4119, -0.0798, 0.2149, 0.3958, 0.3754, 0.3809, 0.3995, -0.7540, 0.7794, -0.2454, -0.2578, 0.3911, 0.4008, 0.3924, 0.2110, 0.4072, 0.2368, -0.8139, -0.7404, -0.8327, 0.1621, 0.7788, -0.8110, -0.0711, -0.7238, -0.0767, 0.3860, 0.4129, 0.1559, -0.8478, -0.7980, 0.4016, -0.8576, 0.3484, -0.8315, 0.1840, 1.8317, 0.1455, 0.4487, -0.6277, 0.7727, -0.0624, -0.8284, 0.2206, 0.1631, 0.2106, 0.1916, 0.4119, -0.5511, -0.5950, 0.4260, 0.2042, 0.1658, 0.4275, -0.8145, 0.3812, 0.3961, 0.2138, 0.7703, -0.7408, 0.4075]}

***

Entry 2:
{"formula": "C12H38FN10O6Sr", "method": "ωB97M-V/def2-TZVPD", "charge": 1, "orbital_gap_ev": 10.11, "relative_energy_kcal_mol": 0.0, "spin_multiplicity": 1, "symbols": ["C", "C", "H", "N", "O", "H", "N", "H", "Sr", "H", "C", "H", "C", "H", "H", "H", "C", "H", "N", "H", "H", "N", "H", "N", "O", "N", "H", "C", "H", "H", "O", "H", "C", "O", "C", "N", "H", "H", "H", "H", "H", "N", "H", "H", "N", "C", "C", "H", "F", "H", "H", "H", "C", "O", "H", "H", "H", "C", "H", "H", "O", "H", "N", "H", "H", "H", "H", "H"], "positions_angstrom": [[-3.05, -1.81, -1.49], [1.69, 4.32, -0.08], [2.34, 2.03, 0.42], [-4.12, -1.84, -2.33], [-1.77, -0.57, 4.64], [4.29, -1.90, -2.53], [0.25, 0.52, -5.19], [2.41, -2.67, 1.18], [0.10, -0.35, -0.36], [-2.30, 1.79, 1.01], [-1.13, 0.05, 3.57], [0.43, 3.32, -2.22], [-2.17, 0.46, 2.55], [1.22, 5.31, -0.02], [2.72, -1.28, 4.36], [2.70, 1.08, -3.22], [-1.85, 2.13, -2.46], [0.27, 2.96, 0.79], [1.67, 1.88, -0.32], [-4.61, -2.70, -2.51], [2.05, 2.07, -4.44], [2.69, -2.23, 2.05], [1.10, -3.38, -0.53], [1.98, -3.52, -1.07], [2.45, -1.30, -1.14], [3.73, -2.72, -2.36], [-0.52, -0.11, -5.34], [2.69, -2.46, -1.50], [-1.13, 2.03, 1.93], [-1.98, -3.03, -0.27], [-2.34, -0.82, -1.34], [-0.19, -1.89, 5.06], [-0.84, -1.14, 5.53], [0.42, -0.23, -3.03], [-0.16, 3.20, -1.30], [-1.56, 1.24, 1.43], [3.04, -2.81, 2.80], [2.11, 1.93, -1.23], [-2.24, 1.18, -2.82], [2.40, 4.37, -0.91], [-3.67, -0.39, 1.25], [1.93, 1.28, -3.82], [-1.32, -1.65, 6.35], [-0.17, -0.34, 5.88], [-2.88, -2.93, -0.71], [-2.93, -0.72, 1.98], [0.82, 0.47, -3.95], [-2.74, 2.65, -2.08], [-0.12, -2.77, 0.22], [2.24, -4.46, -1.31], [2.16, 0.29, 3.97], [-2.89, 1.08, 3.10], [2.25, -1.00, 2.37], [1.80, -0.20, 1.53], [-3.59, -3.63, -0.63], [-0.37, -0.61, 3.12], [-0.58, 0.95, 3.90], [0.81, 3.08, -0.15], [4.15, -3.62, -2.44], [-1.44, 2.65, -3.33], [-0.87, 1.96, -1.46], [-3.41, -1.26, 2.79], [2.32, -0.66, 3.69], [2.32, 4.28, 0.82], [0.84, 0.83, -5.94], [-4.31, -1.00, -2.84], [-0.85, 4.03, -1.14], [-2.25, -1.43, 1.49]], "nbo_charge": [0.7973, -0.6321, 0.3829, -0.8337, -0.5311, 0.3993, -0.8333, 0.4345, 1.8414, 0.3737, -0.0514, 0.1734, -0.0754, 0.2253, 0.3940, 0.4122, -0.2604, 0.1911, -0.8633, 0.4017, 0.3933, -0.8167, 0.4626, -0.8678, -0.7592, -0.8397, 0.4154, 0.7854, 0.3514, 0.4535, -0.7589, 0.1630, -0.2430, -0.6900, -0.0672, -0.8645, 0.3872, 0.3623, 0.2157, 0.2080, 0.2126, -0.8762, 0.2044, 0.1573, -0.8530, -0.6203, 0.7984, 0.1758, -0.8910, 0.3864, 0.4100, 0.1796, 0.7995, -0.7611, 0.3927, 0.1702, 0.1476, -0.0793, 0.3951, 0.1714, -0.5841, 0.2337, -0.8317, 0.2158, 0.4015, 0.4058, 0.1915, 0.2106]}

***

Entry 3:
{"formula": "C12H38N6O7", "method": "ωB97M-V/def2-TZVPD", "orbital_gap_ev": 8.81, "relative_energy_kcal_mol": 0.0, "smiles": "NC(N)=O.NC(N)=O.NC(N)=O.CC(C)O.CC(C)O.CC(C)O.O", "spin_multiplicity": 1, "symbols": ["N", "H", "H", "C", "H", "H", "H", "C", "H", "H", "H", "C", "H", "N", "O", "H", "H", "N", "H", "H", "C", "H", "N", "H", "H", "H", "O", "H", "H", "C", "H", "H", "H", "O", "C", "H", "N", "H", "C", "H", "H", "C", "H", "C", "H", "O", "O", "N", "H", "H", "C", "H", "H", "O", "H", "H", "H", "H", "H", "C", "H", "O", "C"], "positions_angstrom": [[-0.80, 1.03, 2.40], [-0.09, 1.45, 2.97], [1.03, -2.43, 0.29], [-4.89, 3.76, -0.23], [-5.21, 2.76, 0.08], [2.73, -1.00, -2.68], [0.63, -4.69, 3.04], [-0.04, 1.60, -3.35], [2.30, -0.01, 3.47], [-3.88, 0.44, 2.06], [-2.65, 3.47, -1.81], [0.35, -4.34, 1.14], [-0.26, -5.97, -0.02], [2.64, -2.00, -2.67], [1.95, 1.91, 3.16], [-2.21, 5.39, 0.39], [-0.71, 3.50, -3.56], [-0.12, 2.81, -3.99], [-0.71, -4.13, 1.33], [-0.52, -1.13, -0.61], [1.25, -3.09, 1.13], [4.45, 1.87, 2.45], [1.36, -3.84, -3.06], [0.42, -0.38, -3.74], [1.32, -5.32, -0.54], [2.73, 1.29, 0.71], [-1.06, -0.42, -0.25], [-5.61, 4.43, 0.23], [4.37, 1.24, 4.15], [-3.45, 3.84, 0.18], [4.89, 0.27, 2.72], [-2.76, 2.02, -0.79], [3.45, -2.57, -2.87], [0.38, -1.85, -2.49], [4.20, 1.02, 3.10], [-0.70, 0.61, 1.48], [-2.88, 0.37, 1.98], [-3.27, 3.35, 1.14], [-2.54, 3.09, -0.79], [-0.26, -4.60, -0.98], [2.23, -3.54, 0.93], [2.72, 0.74, 2.79], [1.26, -2.56, 2.08], [2.52, 0.42, 1.33], [0.18, 2.91, -4.93], [-0.30, 1.47, -2.16], [-3.11, 5.23, 0.09], [0.41, 0.57, -4.12], [2.18, -4.28, -3.42], [1.47, 0.16, 1.20], [0.32, -5.05, -0.18], [2.52, 2.46, 3.71], [3.12, -0.46, 1.09], [0.73, -5.18, 2.22], [-1.14, 0.22, -0.98], [0.67, 0.67, -5.08], [-5.01, 3.73, -1.31], [-1.48, 3.08, -0.54], [-2.49, 0.11, 1.09], [-2.04, 0.94, 2.90], [0.46, -4.26, -3.17], [-2.46, 1.38, 3.97], [1.40, -2.52, -2.70]], "nbo_charge": [-0.8752, 0.4303, 0.2064, -0.6197, 0.2035, 0.4177, 0.4714, 0.7902, 0.1706, 0.3951, 0.1903, 0.0943, 0.2231, -0.8329, -0.7442, 0.4661, 0.4135, -0.8456, 0.1584, 0.4974, -0.6316, 0.2072, -0.8328, 0.4320, 0.1996, 0.2175, -0.9986, 0.2260, 0.2112, 0.0765, 0.2190, 0.2048, 0.3917, -0.7108, -0.6470, 0.4157, -0.8757, 0.1787, -0.6253, 0.2141, 0.2036, 0.0977, 0.2129, -0.6347, 0.3859, -0.6932, -0.7351, -0.8662, 0.3903, 0.2268, -0.6283, 0.4738, 0.2077, -0.7272, 0.5122, 0.3800, 0.2026, 0.2276, 0.4035, 0.7677, 0.4141, -0.6907, 0.7858]}